Entry 1:
Density functional theory data (ωB97M-V/def2-TZVPD) for the molecule C5H11NO2 in a non-equilibrium geometry.

XYZ file:
```
19
Properties=species:S:1:pos:R:3:forces:R:3:lowdin_charge:R:1
O -0.6742 1.8920 -2.1465 -0.095 -0.054 0.047 0.052
C -1.1039 1.9985 -1.0244 0.187 0.378 -0.284 -0.266
C -1.6919 0.8407 -0.2730 0.460 -1.328 -0.584 -0.165
C -0.9968 0.5679 1.0468 0.568 -0.332 1.176 -0.191
C 0.4209 0.0043 0.8705 -0.354 0.440 -0.768 -0.240
N 0.3924 -1.3368 0.3030 0.119 0.276 -0.017 -0.054
C 1.6904 -1.8608 -0.0364 -0.449 0.139 0.388 -0.294
O 2.3164 -1.2690 -1.1670 -0.086 0.016 -0.119 -0.053
H -0.9836 2.9806 -0.5235 -0.247 -0.149 0.254 0.130
H -2.7690 0.7830 -0.2388 -0.488 0.851 0.403 0.119
H -1.5124 -0.0119 -0.9410 0.152 0.082 -0.013 0.104
H -1.4989 -0.1653 1.6768 -0.536 -0.083 -0.285 0.113
H -0.9341 1.4488 1.6937 -0.015 0.203 -0.286 0.113
H 0.9389 -0.0930 1.8136 0.082 0.314 0.364 0.117
H 0.9575 0.7327 0.2367 0.284 -0.142 0.140 0.115
H -0.2338 -1.3701 -0.4902 0.040 -0.250 -0.104 0.098
H 1.5520 -2.9208 -0.2110 0.270 -0.261 -0.241 0.113
H 2.3376 -1.7184 0.8351 -0.004 -0.091 -0.027 0.118
H 1.7923 -0.5023 -1.4242 0.113 -0.009 -0.044 0.071
```
Forces are in eV/Å.

As for the SMILES: O=CCCCNCO. The value obtained for the energy above the lowest of the compared OMol25 structures with the same formula, charge and spin is 40.8 kcal per mole. The value obtained for the total energy is -10947.49661 eV. The value obtained for the LUMO energy is 0.88 eV. Its spin multiplicity is 1. Its frontier orbital gap is 0.380 Eh.

Entry 2:
Density functional theory data (ωB97M-V/def2-TZVPD) for a cluster of 2 separate species, C6H5NO2 in total in a non-equilibrium geometry.

XYZ file:
```
14
Properties=species:S:1:pos:R:3:forces:R:3:lowdin_charge:R:1
C -0.7033 -1.4153 -2.0493 0.072 -0.570 -2.353 -0.172
C -1.3208 -2.1216 -1.0526 -0.621 2.034 1.537 -0.122
C -0.4322 -0.1309 -1.5245 0.260 -0.951 1.463 0.183
C -0.8668 -0.1243 0.0558 -0.725 -2.271 -6.379 -0.314
C -4.2527 -0.5046 1.3401 0.935 2.276 -0.903 -0.454
C -0.8680 1.0769 0.8435 -1.861 -1.000 3.164 -0.065
N -1.4804 -1.2707 0.0722 0.370 0.218 2.716 0.043
O -4.7700 -1.3039 1.9454 -1.444 -2.868 1.629 0.236
O -3.7796 0.3938 0.7967 0.342 0.673 -0.744 0.187
H -0.6027 -1.8734 -3.1045 0.198 1.352 1.865 0.119
H -1.8676 -3.0527 -0.9439 0.533 -0.042 -0.537 0.105
H -1.2921 1.9759 0.4302 -0.520 -0.073 -0.473 0.091
H 0.0825 1.3265 1.1632 2.383 0.510 0.258 0.054
H -1.3430 0.7875 1.8394 0.079 0.712 -1.242 0.112
```
Forces are in eV/Å.

The value obtained for the energy above the lowest of the compared OMol25 structures with the same formula, charge and spin is 2.4 kcal per mole. The value obtained for the total energy is -11883.48756 eV. The value obtained for the LUMO energy (spin up / spin down) is 0.72 / -1.34 eV. Its spin multiplicity is 3. Its frontier orbital gap (spin up / spin down) is 0.347 / 0.299 Eh.

Entry 3:
Density functional theory data (ωB97M-V/def2-TZVPD) for a structure of composition C16H13N2O6Y in a non-equilibrium geometry.

XYZ file:
```
38
Properties=species:S:1:pos:R:3:forces:R:3:lowdin_charge:R:1
O 0.9275 -0.5223 -1.4162 -0.302 0.156 0.597 -0.166
C -0.1352 0.1675 -1.1265 -2.846 -0.847 -2.756 -0.311
Y 1.7898 0.6360 0.1264 0.698 0.121 2.089 1.626
O 4.6804 0.3764 -2.2110 -3.340 0.459 3.382 0.182
C 3.8699 0.4901 -1.4009 3.910 -0.474 -3.786 0.061
C -1.8191 -0.5945 -1.2804 0.166 2.812 4.721 -0.291
O -2.4860 -0.1487 -0.2527 1.205 -0.879 -1.496 -0.038
C -1.3131 -1.9862 -0.8837 -1.882 -6.700 0.567 0.133
O -1.4952 -3.1035 -0.5953 1.326 5.261 -0.877 0.328
C -0.1387 1.5688 -0.8011 -1.145 1.723 -0.591 -0.289
O -0.9501 2.4586 -0.8595 1.162 -1.684 0.427 0.180
H -2.4683 -0.7109 -2.1227 0.598 -0.127 -1.802 0.168
C 0.2786 0.8146 6.6006 0.036 -0.028 0.814 0.039
N -0.1190 0.7484 5.2105 -0.340 0.394 0.290 -0.039
N 0.7109 0.2676 4.2639 0.598 -0.107 -0.785 0.062
C 0.1918 0.5463 3.0381 -1.070 0.449 1.620 -0.339
O 0.8554 0.2847 1.9661 0.684 -0.122 -1.436 -0.196
C -1.0567 1.1679 3.2551 0.864 -0.179 -0.525 0.103
C -1.1808 1.3324 4.6235 0.289 -0.467 0.125 -0.216
C -2.2188 2.0012 5.4319 -0.808 0.398 0.149 0.005
C 1.9351 -0.3971 4.5822 0.264 -0.373 0.075 -0.190
C 1.9135 -1.4570 5.4912 0.293 0.051 -0.110 -0.012
C 3.1183 -2.0630 5.8573 0.111 0.418 -0.431 -0.029
C 4.3189 -1.6388 5.2659 -0.233 0.011 0.025 -0.040
C 4.3153 -0.6119 4.3120 -0.139 -0.212 0.114 -0.058
C 3.1217 0.0199 3.9760 -0.170 0.023 0.092 -0.033
H 1.2746 1.2586 6.7266 -0.263 -0.106 -0.226 0.123
H 0.2718 -0.1781 7.0628 -0.052 0.332 -0.085 0.098
H -0.4470 1.4409 7.1210 0.129 -0.109 -0.120 0.100
H -1.7274 1.4635 2.4715 -0.190 0.144 0.012 0.128
H -2.6870 1.3196 6.1582 0.196 0.142 -0.254 0.111
H -1.8239 2.8649 5.9899 -0.030 -0.286 -0.234 0.108
H -3.0098 2.3739 4.7694 0.218 -0.106 0.207 0.104
H 0.9660 -1.7918 5.9143 0.321 0.008 -0.148 0.125
H 3.1092 -2.8593 6.5946 0.076 0.080 -0.144 0.122
H 5.2605 -2.1119 5.5512 -0.317 0.152 -0.109 0.123
H 5.2380 -0.2915 3.8314 -0.137 -0.107 0.227 0.115
H 3.0930 0.8540 3.2666 0.120 -0.219 0.382 0.103
```
Forces are in eV/Å.

The total charge is +2. The value obtained for the energy above the lowest of the compared OMol25 structures with the same formula, charge and spin is 83.3 kcal per mole. The value obtained for the total energy is -33090.20051 eV. The value obtained for the LUMO energy (spin up / spin down) is -8.42 / -8.30 eV. Its spin multiplicity is 1. Its frontier orbital gap (spin up / spin down) is 0.239 / 0.236 Eh.

Entry 4:
Density functional theory data (ωB97M-V/def2-TZVPD) for the molecule C6H10S in a non-equilibrium geometry.

XYZ file:
```
17
Properties=species:S:1:pos:R:3:forces:R:3:lowdin_charge:R:1
C -2.5149 1.1826 0.2282 0.113 0.612 0.278 0.010
C -2.0102 0.1329 -0.4145 -0.435 -0.798 1.224 -0.257
C -1.6385 -1.1724 0.2533 1.944 0.876 1.989 -0.436
S 0.1045 -1.8915 -0.0218 -1.301 -0.158 -0.461 0.831
C 0.9870 -0.4049 -0.4075 1.586 0.691 -1.475 -0.565
C 2.2107 -0.1432 0.4472 -0.677 1.235 -0.033 -0.242
C 3.2198 0.5824 0.0080 0.400 -0.186 -3.015 -0.010
H -2.4475 1.2032 1.3218 -0.136 -0.050 -0.336 0.065
H -2.9854 2.0897 -0.2166 0.594 -1.000 0.038 0.072
H -2.0552 -0.0228 -1.4575 -0.035 0.510 -1.270 0.090
H -1.6828 -1.1914 1.3667 -0.304 0.637 -0.756 0.074
H -2.3373 -1.8825 -0.0558 -0.890 -1.419 -0.781 0.041
H 1.3730 -0.2985 -1.4677 -0.639 -0.692 0.813 0.095
H 0.2455 0.3901 -0.3720 0.229 0.326 0.537 0.052
H 2.1270 -0.3257 1.4809 -0.201 -0.448 1.232 0.074
H 3.3066 0.7173 -1.0953 -0.517 0.053 0.589 0.066
H 4.0975 1.0348 0.4028 0.268 -0.188 1.429 0.042
```
Forces are in eV/Å.

As for the SMILES: C=CCSCC=C. The value obtained for the energy above the lowest of the compared OMol25 structures with the same formula, charge and spin is 59.6 kcal per mole. The value obtained for the total energy is -17217.03713 eV. The value obtained for the LUMO energy is 0.98 eV. Its spin multiplicity is 1. Its frontier orbital gap is 0.349 Eh.

Question: Which formula does entry 2 have?
Answer: C6H5NO2